Record 1
82
Properties=species:S:1:pos:R:3 method="wB97M-V/def2-TZVPD" multiplicity=2 total_charge=+1 homo_energy_ev="-10.621 / -10.564" energy_ha=-4646.99203 fmax_ha_per_bohr=0.012 de_lowest_kcal_mol=0.0
Cr 1.5319 -1.4078 0.5637
Cl 1.5506 -1.8873 3.0626
C 3.1531 -2.6030 2.7664
Cl 3.8279 -1.7998 1.3091
H 3.0410 -3.6575 2.5281
H 3.7996 -2.3894 3.6100
C 3.2251 -0.6345 -1.8146
C 3.3791 -0.4476 -3.3388
N 2.4989 -1.3600 -4.0542
C 1.1137 -0.9699 -3.8095
C 0.8648 -0.7928 -2.2996
N 1.9802 -1.4072 -1.5274
C 2.1928 -2.7873 -2.0655
C 2.7015 -2.7012 -3.5208
H 3.1607 0.3178 -1.2965
H 4.0634 -1.1955 -1.3975
H 4.4105 -0.6324 -3.6412
H 3.1280 0.5734 -3.6297
H 0.4674 -1.7421 -4.2298
H 0.8992 -0.0402 -4.3389
H -0.0631 -1.2562 -1.9724
H 0.8279 0.2559 -2.0078
H 1.2372 -3.3070 -2.0071
H 2.8958 -3.3092 -1.4164
H 2.1709 -3.4200 -4.1465
H 3.7643 -2.9396 -3.5779
O 2.2408 -5.3191 1.2358
C 1.2291 -4.7766 0.8691
N 1.1065 -3.4149 0.5680
C -0.1911 -3.1266 0.3514
O -0.4800 -1.9216 0.1983
C -1.0246 -4.3402 0.3851
C -2.3718 -4.5606 0.1941
C -2.8116 -5.8767 0.3148
C -1.9298 -6.9091 0.6216
C -0.5708 -6.6725 0.8224
C -0.1400 -5.3706 0.6936
H -3.0560 -3.7566 -0.0371
H -3.8580 -6.1050 0.1694
H -2.3122 -7.9167 0.7078
H 0.1157 -7.4698 1.0696
C -2.1864 0.8697 -1.9123
Si -1.3900 2.5109 -1.4509
C -2.6597 3.8774 -1.6710
C 0.1004 2.8895 -2.5404
Si -0.6940 2.4829 0.8001
Te 1.4139 1.0641 1.0231
Si 0.2014 4.5385 1.5558
C 1.6705 4.9993 0.4839
C 0.7356 4.3320 3.3428
C -1.1264 5.8590 1.4409
Si -2.1690 1.4860 2.3585
C -2.9199 -0.0748 1.6459
C -3.5049 2.7534 2.7292
C -1.2130 1.0604 3.9183
H -2.1947 0.7557 -2.9986
H -3.2223 0.8479 -1.5741
H -1.6827 0.0074 -1.4755
H -2.9497 3.9481 -2.7213
H -2.2792 4.8506 -1.3701
H -3.5628 3.6773 -1.0944
H -0.1295 2.6805 -3.5873
H 0.9889 2.3212 -2.2650
H 0.3649 3.9439 -2.4680
H 2.4264 4.2139 0.4603
H 2.1450 5.8996 0.8801
H 1.3673 5.2086 -0.5413
H 1.3359 3.4352 3.4940
H -0.1282 4.2786 4.0057
H 1.3363 5.1892 3.6531
H -1.3895 6.0882 0.4103
H -0.7558 6.7802 1.8953
H -2.0375 5.5764 1.9662
H -3.5519 0.1325 0.7838
H -3.5389 -0.5595 2.4046
H -2.1488 -0.7752 1.3367
H -4.0230 3.0736 1.8255
H -3.0910 3.6400 3.2090
H -4.2503 2.3302 3.4052
H -0.4520 0.3073 3.7104
H -1.8910 0.6522 4.6708
H -0.7131 1.9253 4.3490

***

Record 2
12
Properties=species:S:1:pos:R:3 method="wB97M-V/def2-TZVPD" smiles="CNC(C)=O" homo_energy_ev=-9.500 energy_ha=-248.47207 fmax_ha_per_bohr=0.072 de_lowest_kcal_mol=34.2
C -1.1708 -0.9251 -0.1869
N -0.9570 0.4818 -0.2065
C 0.3015 1.0921 0.0090
C 1.5031 0.1993 0.3245
O 0.3872 2.3185 -0.0516
H -0.3593 -1.4651 0.3326
H -1.2237 -1.3929 -1.2900
H -2.1469 -1.2619 0.3182
H -1.7083 1.0896 -0.3905
H 1.4776 -0.0958 1.4886
H 1.3767 -0.8501 -0.2986
H 2.5200 0.8096 -0.0490

***

Record 3
105
Properties=species:S:1:pos:R:3 method="wB97M-V/def2-TZVPD" smiles=COC[C@H](C)N.COC[C@H](C)N.COC[C@H](C)N.OCCO.OCCO.OCCO.CO.CO.CO.CO homo_energy_ev=-9.064 energy_ha=-2020.50217 fmax_ha_per_bohr=0.054 de_lowest_kcal_mol=50.4
C 14.1584 13.5653 13.8375
O 14.8325 14.5972 13.1218
C 14.7941 15.8127 13.7947
C 15.6595 16.8452 13.0579
C 17.0116 16.1941 12.8693
N 15.8949 18.0772 13.8238
H 14.7531 13.4531 14.7441
H 14.2164 12.5952 13.3440
H 13.1177 13.7306 14.1163
H 13.7991 16.2209 13.9719
H 15.2157 15.6665 14.7892
H 15.2429 17.0062 12.0636
H 17.5986 15.8096 13.7034
H 17.6315 16.9643 12.4104
H 16.9557 15.3816 12.1449
H 16.4444 18.7772 13.3462
H 16.5123 17.8235 14.5818
C 11.0177 16.0673 8.5380
O 9.7267 16.2014 7.9483
C 9.3933 17.5718 7.8120
C 8.2704 17.7849 6.7392
C 8.6133 17.5338 5.2942
N 7.9426 19.1732 6.7440
H 10.9781 15.0298 8.8698
H 11.2845 16.6671 9.4081
H 11.8523 16.1002 7.8377
H 9.0677 17.8965 8.8003
H 10.2390 18.2004 7.5334
H 7.3876 17.2250 7.0479
H 8.7697 16.4688 5.1226
H 9.5800 18.0180 5.1556
H 7.8160 17.7498 4.5830
H 7.5823 19.3718 7.6665
H 7.1753 19.3009 6.0998
C 11.6867 21.1078 20.8456
O 11.0324 20.3019 19.7744
C 11.7471 19.1916 19.3886
C 10.7874 18.1338 18.7164
C 11.4236 16.7782 18.4244
N 10.3142 18.6291 17.4045
H 11.0382 21.0818 21.7212
H 11.8732 22.1302 20.5169
H 12.6165 20.5965 21.0953
H 12.6129 19.4864 18.7956
H 12.0520 18.5786 20.2368
H 9.8995 18.0395 19.3417
H 10.9515 16.1786 17.6460
H 11.3407 16.2651 19.3825
H 12.4683 16.8351 18.1188
H 11.1262 18.9301 16.8848
H 9.9182 19.5436 17.5694
O 9.2650 25.5112 18.9890
C 8.2910 25.4651 18.0054
C 7.5956 24.1027 17.9651
O 8.5236 23.0960 17.6762
H 10.1088 25.3006 18.5824
H 7.5848 26.2851 18.1355
H 8.7651 25.6498 17.0414
H 6.7468 24.0365 17.2843
H 7.2151 23.8233 18.9476
H 9.0262 22.9918 18.4874
O 13.1296 24.9611 17.2606
C 13.7645 23.7678 16.8622
C 15.0761 23.4760 17.5151
O 16.0319 24.4011 17.0575
H 13.8147 25.5994 17.4721
H 13.0803 22.9481 17.0812
H 13.8668 23.7986 15.7774
H 15.4291 22.4741 17.2706
H 14.9670 23.5373 18.5979
H 16.1378 24.3008 16.1087
O 11.9290 20.2356 14.0058
C 11.5926 20.6383 12.7219
C 10.0566 20.7718 12.5724
O 9.5363 21.9563 13.2124
H 12.8675 20.0338 14.0165
H 12.1357 21.5328 12.4170
H 12.1038 19.8713 12.1400
H 9.5200 19.9177 12.9854
H 9.8371 20.8248 11.5061
H 9.7128 21.8362 14.1484
C 17.3740 23.1576 11.5672
O 17.3158 23.9112 12.7795
H 18.1225 23.5690 10.8900
H 17.6391 22.1072 11.6876
H 16.4318 23.2847 11.0342
H 17.0679 24.8099 12.5505
C 9.5008 24.8062 9.7105
O 9.8864 25.2342 10.9682
H 9.5515 25.6443 9.0154
H 10.1341 23.9834 9.3790
H 8.4477 24.5249 9.7176
H 9.8162 24.4492 11.5164
C 6.6785 27.2397 13.6254
O 6.4087 25.9069 13.2986
H 6.5918 27.9108 12.7708
H 6.1731 27.6091 14.5177
H 7.7622 27.2694 13.7388
H 7.1748 25.5472 12.8455
C 4.9014 19.2810 10.2968
O 5.4276 20.5667 9.9618
H 4.1851 18.8313 9.6092
H 5.7636 18.6152 10.2590
H 4.3993 19.3446 11.2622
H 4.7774 21.2664 10.0578